1.
{
  "formula": "C18H19N2",
  "method": "the ωB97M-V functional and the def2-TZVPD basis",
  "e_homo_ev": -11.84,
  "e_lumo_ev": -4.10,
  "e_tot_ha": -806.53118,
  "charge": 1,
  "fmax_ev_per_a": 4.32,
  "de_lowest_kcal_mol": 49.1,
  "homo_lumo_gap_ha": 0.284,
  "spin_multiplicity": 1,
  "species": ["C", "C", "C", "C", "C", "C", "C", "C", "C", "C", "C", "C", "C", "C", "C", "H", "H", "H", "H", "H", "H", "H", "H", "H", "H", "H", "H", "H", "H", "H", "N", "C", "N", "C", "C", "H", "H", "H", "H"],
  "xyz": [[4.726, -2.149, -2.085], [3.428, -1.554, -1.641], [2.343, -1.523, -2.533], [1.094, -1.061, -2.131], [0.909, -0.570, -0.804], [-0.301, 0.133, -0.530], [-0.569, 1.010, 0.565], [-1.900, 1.474, 0.810], [-2.151, 2.431, 1.793], [-1.092, 2.983, 2.561], [-1.392, 3.879, 3.720], [0.226, 2.594, 2.277], [0.479, 1.644, 1.292], [1.985, -0.689, 0.124], [3.226, -1.127, -0.316], [5.539, -1.994, -1.367], [4.637, -3.238, -2.238], [5.054, -1.738, -3.048], [2.517, -1.801, -3.588], [0.297, -0.900, -2.871], [-0.965, 0.364, -1.448], [-2.705, 1.127, 0.152], [-3.173, 2.822, 1.928], [-0.550, 3.945, 4.420], [-1.633, 4.907, 3.416], [-2.265, 3.508, 4.277], [1.087, 3.103, 2.767], [1.507, 1.498, 0.954], [1.881, -0.282, 1.134], [4.067, -1.060, 0.380], [-1.988, -0.948, -0.751], [-1.846, -2.186, -0.321], [-2.990, -2.904, -0.584], [-3.878, -2.056, -1.244], [-3.220, -0.850, -1.360], [-0.945, -2.630, 0.135], [-3.114, -3.896, -0.369], [-4.832, -2.342, -1.621], [-3.494, 0.074, -1.853]],
  "forces_ev_per_a": [[0.615, -0.114, -0.221], [-0.530, -0.377, 0.395], [-0.296, 0.115, -0.287], [0.601, 0.823, 0.190], [0.718, -1.233, -0.339], [-2.325, 1.453, -3.337], [-0.470, 1.555, 1.685], [0.634, 0.477, 0.061], [0.362, 0.040, -0.365], [-0.011, -0.850, -0.029], [-0.218, 0.465, 0.419], [-0.060, 0.330, -0.234], [-0.249, -0.044, -0.602], [-0.344, 0.419, -0.529], [0.006, 0.143, -0.021], [-0.253, 0.045, -0.066], [-0.138, 0.377, 0.120], [-0.135, -0.007, 0.170], [-0.196, 0.038, 0.694], [0.331, -0.309, 0.415], [2.779, 0.742, 1.197], [0.284, 0.079, 0.623], [0.601, -0.378, 0.044], [-0.166, -0.085, -0.244], [0.042, -0.206, -0.092], [0.270, 0.082, -0.174], [-0.843, -0.522, -0.283], [-0.446, 0.095, 0.368], [0.036, -0.675, -0.418], [-0.226, -0.303, -0.272], [0.045, -2.802, 1.238], [-1.010, -0.795, -0.134], [0.560, 0.625, -0.086], [1.521, 0.568, 0.216], [-0.068, -0.365, 0.172], [-0.731, 0.436, -0.220], [-0.063, 0.703, -0.177], [-0.346, -0.294, 0.003], [-0.280, -0.250, 0.123]]
}

---

2.
{
  "formula": "C18H19N3O2Pt",
  "method": "the ωB97M-V functional and the def2-TZVPD basis",
  "e_homo_ev": [-14.46, -14.46],
  "e_lumo_ev": [-9.41, -9.41],
  "e_tot_ha": -1130.71083,
  "charge": 2,
  "fmax_ev_per_a": 3.54,
  "de_lowest_kcal_mol": 50.6,
  "homo_lumo_gap_ha": [0.186, 0.186],
  "spin_multiplicity": 1,
  "species": ["Pt", "C", "C", "O", "C", "C", "C", "N", "N", "C", "O", "C", "C", "C", "C", "C", "C", "H", "H", "H", "H", "H", "H", "H", "H", "H", "H", "H", "H", "N", "C", "C", "C", "C", "C", "C", "H", "H", "H", "H", "H", "H", "H"],
  "xyz": [[-0.647, -0.762, -0.180], [0.342, -4.892, -0.852], [0.433, -3.415, -0.954], [-0.517, -2.735, -0.553], [1.659, -2.838, -1.529], [1.957, -1.549, -1.711], [3.277, -1.102, -2.252], [1.017, -0.530, -1.357], [1.383, 0.641, -1.569], [0.501, 1.620, -1.054], [-0.507, 1.243, -0.402], [0.844, 2.983, -1.239], [-0.044, 3.986, -0.790], [0.334, 5.302, -0.858], [1.587, 5.641, -1.381], [2.461, 4.663, -1.847], [2.096, 3.337, -1.793], [-0.601, -5.182, -0.400], [1.176, -5.255, -0.245], [0.435, -5.349, -1.841], [2.411, -3.556, -1.829], [3.914, -1.957, -2.452], [3.764, -0.444, -1.530], [3.141, -0.528, -3.170], [-1.014, 3.709, -0.401], [-0.330, 6.077, -0.503], [1.876, 6.683, -1.431], [3.426, 4.945, -2.244], [2.761, 2.567, -2.154], [-0.449, -0.431, 2.100], [-1.815, -0.776, 2.491], [-2.867, -0.264, 1.737], [-4.177, -0.582, 2.073], [-4.430, -1.400, 3.165], [-3.374, -1.923, 3.894], [-2.059, -1.615, 3.556], [0.250, -0.906, 2.658], [-0.284, 0.570, 2.126], [-2.671, 0.409, 0.901], [-4.997, -0.182, 1.492], [-5.450, -1.617, 3.448], [-3.571, -2.567, 4.740], [-1.240, -2.017, 4.142]],
  "forces_ev_per_a": [[3.233, 0.004, -1.451], [-0.201, -0.013, -0.140], [0.450, -0.005, -0.300], [-1.031, -0.049, 1.264], [-0.261, -0.288, 0.351], [0.322, 0.163, -0.100], [-0.235, 0.245, -0.067], [-1.698, -0.284, 0.072], [0.552, 0.543, 0.204], [0.208, -0.074, -0.385], [-0.760, -0.151, 0.701], [0.101, 0.175, -0.070], [0.047, -0.104, 0.062], [0.029, 0.102, -0.039], [-0.072, -0.057, 0.029], [0.024, 0.066, -0.063], [-0.109, -0.093, 0.051], [-0.004, -0.013, 0.006], [0.028, 0.014, -0.048], [0.075, 0.014, 0.013], [-0.022, -0.029, 0.025], [-0.030, -0.035, 0.007], [0.028, -0.027, -0.021], [0.031, -0.021, -0.004], [0.018, -0.007, 0.038], [-0.008, 0.005, -0.047], [0.013, -0.007, 0.019], [-0.018, -0.005, -0.030], [0.039, 0.014, 0.034], [-1.014, -0.178, -0.547], [0.168, 0.173, 0.150], [0.052, -0.056, -0.258], [0.050, -0.001, -0.031], [-0.083, 0.053, -0.045], [0.112, -0.004, -0.015], [-0.026, -0.129, 0.265], [0.026, -0.079, -0.048], [-0.010, 0.025, 0.334], [-0.083, 0.133, 0.095], [0.020, 0.023, -0.002], [0.016, -0.056, -0.012], [0.032, -0.003, 0.003], [-0.009, 0.016, -0.002]]
}

---

3.
{
  "formula": "C18H19N3O4S",
  "method": "the ωB97M-V functional and the def2-TZVPD basis",
  "e_homo_ev": -8.88,
  "smiles": "COc1nnc(-c2ccc(C)c(S(=O)(=O)NCCO)c2)c2ccccc12",
  "e_lumo_ev": -0.19,
  "e_tot_ha": -1560.70140,
  "fmax_ev_per_a": 1.65,
  "de_lowest_kcal_mol": 81.0,
  "homo_lumo_gap_ha": 0.319,
  "spin_multiplicity": 1,
  "species": ["C", "O", "C", "N", "N", "C", "C", "C", "C", "C", "C", "C", "S", "O", "O", "N", "C", "C", "O", "C", "C", "C", "C", "C", "C", "C", "H", "H", "H", "H", "H", "H", "H", "H", "H", "H", "H", "H", "H", "H", "H", "H", "H", "H", "H"],
  "xyz": [[-4.442, 3.002, 0.679], [-3.244, 3.394, 1.326], [-2.187, 2.603, 1.134], [-2.308, 1.537, 0.387], [-1.282, 0.724, 0.203], [-0.110, 0.956, 0.738], [0.888, -0.087, 0.466], [1.578, -0.747, 1.479], [2.354, -1.850, 1.181], [2.435, -2.366, -0.112], [3.180, -3.635, -0.364], [1.769, -1.672, -1.117], [1.583, -2.275, -2.805], [2.754, -2.997, -3.214], [1.144, -1.209, -3.657], [0.332, -3.385, -2.650], [-0.990, -3.010, -3.103], [-1.610, -1.815, -2.364], [-1.461, -1.985, -0.972], [1.031, -0.543, -0.839], [0.146, 2.115, 1.536], [1.401, 2.458, 2.066], [1.537, 3.597, 2.817], [0.439, 4.433, 3.060], [-0.791, 4.136, 2.533], [-0.951, 2.977, 1.759], [-5.185, 3.749, 0.949], [-4.752, 2.011, 1.014], [-4.301, 2.975, -0.403], [1.471, -0.424, 2.504], [2.878, -2.359, 1.977], [3.485, -3.703, -1.403], [4.053, -3.699, 0.284], [2.538, -4.489, -0.141], [0.313, -3.748, -1.709], [-1.626, -3.891, -2.986], [-0.908, -2.761, -4.162], [-2.675, -1.751, -2.633], [-1.115, -0.900, -2.703], [-1.603, -1.123, -0.541], [0.553, -0.025, -1.654], [2.250, 1.824, 1.864], [2.501, 3.861, 3.226], [0.572, 5.323, 3.657], [-1.645, 4.777, 2.692]],
  "forces_ev_per_a": [[-0.450, -0.148, -0.235], [0.431, 0.154, 0.232], [0.410, -0.508, -0.207], [-1.109, 1.167, 0.345], [0.975, -0.707, -0.032], [-0.265, 0.160, -0.002], [0.359, -0.289, -0.246], [-0.075, 0.057, -0.151], [-0.032, -0.036, -0.086], [0.111, -0.011, 0.071], [0.175, -0.136, -0.037], [-0.095, -0.089, -0.506], [0.124, -0.710, -0.084], [-0.074, 0.096, 0.283], [-0.307, 0.109, 0.170], [0.867, 0.442, 0.017], [-0.518, 0.643, -0.002], [-0.163, -0.095, -0.225], [-0.131, -0.281, 0.039], [0.001, 0.354, 0.212], [-0.553, 0.294, -0.008], [0.030, 0.024, 0.037], [0.099, -0.133, -0.047], [-0.171, 0.054, -0.011], [-0.012, 0.030, 0.017], [0.138, -0.249, -0.110], [0.062, -0.030, -0.002], [-0.008, 0.084, -0.043], [-0.043, -0.002, 0.078], [0.004, 0.030, 0.101], [0.055, -0.073, 0.054], [0.120, -0.129, 0.164], [0.025, -0.039, 0.051], [-0.009, -0.111, 0.020], [0.081, -0.098, 0.199], [0.095, 0.025, -0.062], [-0.234, -0.092, 0.012], [0.137, 0.013, -0.081], [-0.099, -0.011, 0.020], [0.117, 0.030, -0.027], [-0.174, 0.078, -0.016], [0.081, -0.023, 0.008], [0.080, 0.001, 0.011], [-0.012, 0.072, 0.038], [-0.043, 0.082, 0.040]]
}

---

4.
{
  "formula": "C18H19N4O3",
  "method": "the ωB97M-V functional and the def2-TZVPD basis",
  "e_homo_ev": -11.56,
  "smiles": "CNC(=O)Oc1ccc(-c2c[n+]3c(NC(C)=O)cccc3n2C)cc1",
  "e_lumo_ev": -3.79,
  "e_tot_ha": -1141.84602,
  "charge": 1,
  "fmax_ev_per_a": 5.03,
  "de_lowest_kcal_mol": 0.0,
  "homo_lumo_gap_ha": 0.285,
  "spin_multiplicity": 1,
  "species": ["C", "N", "C", "O", "O", "C", "C", "C", "C", "C", "C", "N", "C", "N", "C", "C", "O", "C", "C", "C", "C", "N", "C", "C", "C", "H", "H", "H", "H", "H", "H", "H", "H", "H", "H", "H", "H", "H", "H", "H", "H", "H", "H", "H"],
  "xyz": [[2.339, -5.652, 4.810], [1.228, -4.745, 5.021], [0.999, -3.721, 4.141], [0.163, -2.877, 4.511], [1.610, -3.785, 2.947], [1.305, -2.810, 2.017], [0.273, -3.019, 1.106], [-0.068, -2.073, 0.150], [0.608, -0.835, 0.047], [0.241, 0.142, -1.032], [0.189, 1.481, -0.778], [-0.375, 2.153, -1.890], [-0.697, 3.449, -2.027], [-0.462, 4.385, -0.989], [-1.410, 4.971, -0.175], [-2.923, 4.915, -0.321], [-0.890, 5.758, 0.619], [-1.307, 3.864, -3.233], [-1.612, 2.928, -4.254], [-1.212, 1.591, -4.084], [-0.605, 1.230, -2.839], [-0.227, -0.028, -2.341], [0.055, -1.182, -3.262], [1.632, -0.596, 0.960], [2.025, -1.601, 1.922], [2.425, -6.422, 5.611], [3.286, -5.010, 4.832], [2.298, -6.181, 3.862], [0.819, -4.616, 5.940], [-0.284, -3.918, 1.210], [-0.878, -2.341, -0.518], [0.384, 1.897, 0.220], [0.501, 4.509, -0.656], [-3.202, 3.868, -0.510], [-3.400, 5.230, 0.596], [-3.211, 5.538, -1.149], [-1.630, 4.879, -3.391], [-2.121, 3.224, -5.150], [-1.394, 0.861, -4.831], [-0.886, -1.629, -3.596], [0.755, -1.897, -2.817], [0.591, -0.842, -4.148], [2.213, 0.318, 0.889], [2.853, -1.411, 2.579]],
  "forces_ev_per_a": [[1.801, 0.502, 0.939], [0.757, -0.369, -1.465], [-3.461, 1.018, 3.508], [1.739, -0.575, -1.923], [0.623, -0.142, -0.275], [0.060, 1.862, -0.724], [0.279, 0.530, 0.331], [0.300, 0.021, -0.051], [-0.292, -1.236, -0.769], [-0.086, 1.237, 0.313], [-0.197, -0.072, 1.007], [1.044, -1.247, 1.642], [-1.397, 2.887, -1.578], [0.263, -2.384, -1.291], [1.026, 3.408, 1.826], [1.114, -1.868, -0.242], [-1.147, -1.072, -0.234], [0.090, -1.280, 0.707], [1.219, -1.440, 1.378], [0.213, 1.298, 1.425], [-0.408, -1.619, -1.451], [0.366, 0.295, -0.794], [-0.145, 0.499, 0.099], [0.768, -1.343, 0.757], [-1.286, 0.428, -0.960], [-0.275, 0.761, -0.498], [-0.875, -1.235, -0.092], [-0.206, 0.125, -0.093], [0.176, 0.074, -0.525], [-0.452, -0.630, -0.135], [-0.019, 0.231, -0.077], [-0.298, 0.287, -0.949], [-0.717, 0.068, -0.126], [-0.282, 0.329, -0.187], [0.200, 0.255, 0.137], [-0.248, 0.240, -0.361], [0.275, 0.231, 0.372], [-0.085, 0.145, -0.242], [-0.112, -0.593, -0.445], [0.254, -0.154, 0.315], [-0.598, 0.136, 0.406], [-0.130, 0.413, 0.009], [0.001, -0.118, 0.124], [0.149, 0.098, 0.192]]
}

---

> Which formula does entry 3 have?

C18H19N3O4S